C52H144F6InO26 as an isolated structure in a non-equilibrium geometry, computed with ωB97M-V/def2-TZVPD.

CARTESIAN COORDINATES (ANGSTROEM)
In  -3.60  -2.94  -0.67
F  -7.47  -1.44  -3.97
F  -6.07  -0.35  -5.31
F  -0.44  0.65  -2.59
F  -6.36  0.26  -3.22
F  0.60  1.40  -0.79
F  -1.61  1.17  -0.82
O  -5.48  -2.99  -2.94
O  2.17  -2.02  -6.59
O  4.32  -1.86  -2.40
O  -3.42  1.72  2.09
O  0.09  7.29  2.18
O  -2.95  -5.40  4.19
O  -1.33  -1.68  -1.09
O  -2.41  -2.39  1.58
O  4.55  3.68  -1.86
O  -0.24  -0.67  0.72
O  4.41  -1.40  6.67
O  2.60  -0.58  -4.02
O  -4.02  -1.36  -3.22
O  0.79  -3.39  -2.92
O  -5.32  4.18  -5.93
O  -2.08  -4.86  0.17
O  4.28  -7.19  1.96
O  5.03  1.66  2.95
O  -3.80  2.34  -7.63
O  -2.31  -4.05  -2.65
O  -0.43  -1.33  6.97
O  3.73  2.98  5.39
O  -4.30  -0.55  -0.05
O  -3.49  7.11  -1.88
O  1.90  -2.23  5.43
O  -1.58  5.50  -3.44
C  2.90  -4.52  5.09
C  -1.63  -4.88  4.22
C  -2.37  0.07  6.82
C  5.03  0.36  3.52
C  4.34  -0.31  7.60
C  -2.46  2.77  -7.60
C  -1.88  2.83  3.64
C  -0.33  -0.88  -0.71
C  -5.06  1.64  -0.77
C  -2.19  2.42  2.21
C  -2.76  6.41  0.30
C  -2.00  -1.08  -4.62
C  0.23  -2.56  -7.81
C  5.68  -0.07  -1.50
C  -4.64  3.73  -3.63
C  1.91  -4.29  -3.05
C  2.28  -3.24  4.49
C  -3.80  -1.47  3.37
C  1.14  -0.51  2.65
C  1.74  -5.43  -4.02
C  -2.15  -5.25  -3.45
C  -1.34  -4.16  5.53
C  -5.46  0.28  -0.14
C  -5.26  -1.93  -3.68
C  -0.87  4.48  -2.70
C  -3.83  7.15  -0.48
C  -0.66  -4.94  -0.22
C  5.12  -6.03  1.90
C  -0.88  -0.09  6.46
C  -1.89  2.62  -6.19
C  -2.42  -1.53  2.76
C  1.10  6.30  2.12
C  1.97  1.43  -5.18
C  -6.30  -0.84  -4.00
C  2.99  -0.28  8.24
C  2.97  0.80  -4.20
C  -0.43  0.60  -1.25
C  3.66  3.09  -0.94
C  2.47  6.91  2.32
C  4.46  -1.00  -1.26
C  0.23  -5.03  1.02
C  1.12  -0.63  1.16
C  -4.80  4.77  -4.72
C  5.12  -0.66  2.39
C  -3.25  -0.45  -4.00
C  4.34  -4.84  1.26
C  0.52  4.28  -3.27
C  -2.03  -5.00  -4.92
C  2.94  4.11  -0.14
C  1.50  3.12  6.38
C  2.32  2.83  5.11
C  0.73  -1.94  -6.55
H  -0.32  -3.79  5.63
H  -1.87  -5.93  -5.48
H  0.87  5.53  2.87
H  -2.55  0.00  7.90
H  -1.63  1.93  4.21
H  0.55  -1.99  -8.68
H  1.65  4.11  6.77
H  5.90  1.90  2.61
H  -1.78  6.88  0.30
H  -4.34  2.87  -7.04
H  3.23  6.13  2.28
H  -4.36  2.17  -0.12
H  -3.02  -5.86  -3.23
H  5.47  -5.77  2.90
H  5.32  -1.58  6.44
H  -2.68  1.05  6.44
H  2.71  7.66  1.56
H  -3.06  6.33  1.34
H  -4.46  -0.84  2.76
H  -2.00  -3.28  5.57
H  -0.87  4.70  -1.64
H  4.78  -7.96  2.23
H  -1.60  -4.23  3.35
H  0.37  -0.91  -6.42
H  3.55  -4.50  1.96
H  -2.70  3.35  4.13
H  0.99  5.25  -3.45
H  0.88  -2.60  -3.47
H  -5.08  -2.34  -4.75
H  -0.55  -5.79  -0.89
H  5.01  -3.99  1.10
H  6.01  -6.30  1.33
H  -1.91  2.04  -8.18
H  4.55  0.62  7.04
H  2.60  -6.10  -3.98
H  -1.34  -0.24  -4.85
H  -5.70  4.86  -6.49
H  0.31  -2.53  -5.72
H  3.00  2.43  -1.51
H  1.67  -1.54  0.86
H  2.06  1.82  4.77
H  2.84  -1.19  8.81
H  3.86  -4.32  5.57
H  3.01  -5.23  4.27
H  -1.97  1.57  -5.87
H  1.10  5.79  1.15
H  1.09  3.60  -2.65
H  0.93  -6.11  -3.78
H  2.92  1.30  -3.23
H  2.56  7.49  3.25
H  -2.64  5.40  -0.08
H  -2.22  -1.79  -5.41
H  5.22  -2.12  -2.67
H  1.27  -5.03  0.69
H  -2.34  3.33  -5.49
H  -5.62  3.31  -3.40
H  3.97  0.83  -4.63
H  4.66  4.62  -1.63
H  -4.06  7.71  -2.37
H  5.44  0.63  -2.29
H  3.63  4.68  0.50
H  2.28  2.44  -5.48
H  -0.77  -0.08  5.36
H  -2.33  3.83  -7.92
H  1.64  -5.03  -5.03
H  0.61  -1.22  -1.15
H  -0.82  2.84  -6.25
H  2.14  3.59  4.34
H  0.61  -3.57  -7.92
H  -3.79  -1.01  4.35
H  6.01  -0.50  1.78
H  -3.07  -6.04  4.91
H  2.03  0.91  -6.13
H  -4.24  4.17  -2.71
H  -1.27  -5.79  -3.12
H  -1.73  -1.93  3.51
H  -2.94  -4.54  -5.33
H  1.39  -3.44  3.91
H  2.08  -4.63  -2.01
H  5.18  -0.46  8.31
H  4.23  2.45  4.74
H  -3.84  5.22  -4.93
H  0.40  3.89  -4.28
H  -1.43  -3.59  -2.55
H  2.18  3.59  0.49
H  -3.00  0.45  -3.46
H  4.61  -1.60  -0.35
H  -0.05  -5.85  1.68
H  -1.48  -1.59  -3.81
H  2.98  0.45  9.05
H  -0.96  3.40  3.76
H  2.27  -4.99  5.85
H  0.58  0.37  2.95
H  3.50  -0.50  -1.19
H  -1.20  -4.35  -5.19
H  -5.97  2.22  -0.98
H  -3.52  0.01  0.13
H  0.18  -4.06  1.55
H  -2.96  -0.71  6.35
H  2.43  4.85  -0.75
H  2.70  -1.94  5.90
H  5.06  -1.66  2.81
H  -0.86  -2.56  -7.88
H  -1.43  1.76  1.82
H  -3.85  0.00  -4.77
H  0.64  -1.37  3.10
H  -5.43  5.60  -4.37
H  2.78  -3.69  -3.33
H  -2.23  3.34  1.59
H  2.17  -0.44  2.99
H  -4.65  1.52  -1.78
H  -0.26  0.76  6.77
H  -0.38  -4.11  -0.84
H  1.62  0.24  0.70
H  4.21  2.40  -0.30
H  4.11  0.26  4.15
H  5.87  0.20  4.23
H  -3.90  8.19  -0.15
H  1.82  2.40  7.13
H  -4.01  2.91  -3.93
H  -4.83  6.71  -0.39
H  3.91  -5.02  0.27
H  6.61  -0.58  -1.73
H  0.97  1.40  -4.79
H  2.24  -0.06  7.49
H  5.90  0.49  -0.60
H  -2.11  6.06  -2.85
H  0.35  8.10  1.73
H  4.32  -0.46  1.67
H  3.06  -2.84  3.85
H  0.44  2.94  6.21
H  -2.06  -0.53  2.52
H  -4.24  -2.47  3.46
H  -1.57  -4.85  6.35
H  -1.67  -2.01  1.04
H  -4.10  2.10  2.65
H  0.45  -1.50  6.61
H  -5.86  0.51  0.86
H  -2.17  -4.41  1.04
H  -1.46  3.54  -2.77
H  3.33  -1.06  -3.59
H  2.50  -1.66  -5.74
H  -0.87  -5.66  4.05
H  -6.22  -0.23  -0.73

Results
- HOMO energy: -0.401 hartree
- Charge: +1
- Calculated total energy: -130959.8534 eV
- LUMO level: -0.2405 hartree

---

A 16-piece molecular cluster, C52H146N10O16 overall in a non-equilibrium geometry, computed with ωB97M-V/def2-TZVPD.

CARTESIAN COORDINATES (ANGSTROEM)
O  -5.97  2.20  4.16
O  2.33  -5.10  3.01
O  0.51  -0.66  3.94
O  -3.81  1.38  -2.96
O  0.56  5.36  2.70
O  2.66  2.92  0.12
O  -3.75  -0.64  -5.17
O  -1.95  -7.49  -0.75
O  -0.70  4.29  -4.61
O  3.92  -2.77  -3.02
O  -2.90  -1.03  -0.43
O  -4.22  8.26  0.57
O  2.40  1.03  -4.32
O  4.75  -2.05  0.37
O  6.24  0.17  -0.47
O  -0.40  -0.30  -1.57
N  -5.76  4.93  5.00
N  7.64  -2.83  -0.03
N  4.50  0.14  -2.87
N  0.85  3.37  4.67
N  -0.91  -6.62  2.57
N  -4.89  -7.16  -1.72
N  -4.74  -3.76  -3.29
N  0.29  1.53  1.54
N  3.87  -1.23  5.18
N  1.49  3.43  -2.64
C  1.14  0.67  -4.87
C  4.09  -4.72  -4.35
C  3.16  -4.90  4.09
C  7.42  2.01  0.19
C  4.73  -3.46  -3.90
C  2.84  -0.45  4.38
C  -0.44  5.23  5.73
C  -3.04  -2.35  0.08
C  3.66  3.83  0.49
C  -0.77  4.32  -3.24
C  -0.42  4.14  4.56
C  -2.69  -3.38  -4.50
C  6.10  0.14  -4.76
C  -4.47  0.18  -6.04
C  6.67  -3.40  0.91
C  -4.50  1.49  -1.72
C  -1.94  3.92  -5.24
C  0.24  -1.26  -2.35
C  -7.02  4.25  4.70
C  -5.95  1.53  -1.80
C  -3.98  -6.16  -1.12
C  0.07  -4.73  1.27
C  -0.60  4.68  3.11
C  -6.79  3.20  3.63
C  0.58  4.58  -2.59
C  0.51  5.60  1.30
C  -0.44  1.14  0.38
C  -5.26  6.16  1.23
C  -0.58  -7.61  -0.92
C  -0.21  -0.25  5.17
C  -5.58  1.14  3.30
C  -4.06  -5.98  0.41
C  -4.56  -1.72  -4.66
C  3.30  -2.00  0.29
C  3.44  -0.10  2.98
C  3.54  0.57  -5.06
C  4.82  0.73  -4.22
C  1.06  -5.63  3.39
C  -8.03  5.36  4.45
C  3.75  4.09  1.98
C  1.37  5.77  -3.14
C  0.31  -5.98  2.10
C  6.59  -2.75  2.25
C  5.30  -3.39  0.27
C  6.39  1.02  0.67
C  -3.80  -2.73  -3.80
C  1.70  -1.42  4.25
C  -2.54  -6.39  -1.49
C  -0.89  2.38  -0.49
C  0.34  0.13  -0.44
C  -2.97  -2.45  1.64
C  -4.03  6.89  0.78
H  -6.37  0.36  3.32
H  5.76  -0.65  -0.22
H  -9.06  5.00  4.23
H  7.61  -2.65  2.62
H  -0.36  -1.12  5.81
H  1.81  5.51  -4.09
H  -7.74  2.70  3.19
H  0.48  5.73  5.61
H  -4.28  -5.19  -1.54
H  -4.68  0.69  3.78
H  0.81  2.54  4.14
H  -5.37  -1.22  -4.03
H  4.14  -1.81  -3.11
H  -0.69  -5.03  0.46
H  3.45  -0.49  -5.31
H  -0.19  -7.69  -1.96
H  4.49  4.90  2.10
H  8.39  1.56  0.05
H  -4.17  0.70  -1.04
H  1.36  -6.48  3.94
H  4.63  -4.06  0.79
H  -3.21  6.61  1.46
H  -1.18  3.46  4.62
H  0.57  -0.74  0.16
H  1.16  2.00  1.33
H  5.40  -3.51  -0.82
H  -6.33  2.31  -2.43
H  -0.53  -1.58  -3.05
H  0.53  -5.06  4.14
H  8.62  -3.07  0.11
H  1.01  -4.34  0.89
H  1.41  6.14  1.11
H  -2.99  -4.00  -5.33
H  2.94  -2.42  -0.65
H  7.56  2.84  0.92
H  1.19  -0.35  -5.21
H  -1.55  2.92  0.18
H  -1.33  5.76  5.92
H  0.35  4.62  -1.52
H  -0.33  -8.51  -0.40
H  -2.02  -0.89  -0.83
H  -5.82  -6.83  -1.63
H  -0.78  3.91  2.40
H  -3.58  -1.71  2.12
H  -7.35  3.66  5.62
H  0.74  1.25  -5.74
H  5.97  -3.29  2.96
H  3.67  1.15  -6.03
H  5.68  -3.80  -3.40
H  2.98  -1.01  0.51
H  -7.99  5.98  5.35
H  -1.95  -2.27  2.08
H  1.31  0.55  -0.78
H  2.61  0.37  2.38
H  -1.36  0.58  0.60
H  6.68  0.41  1.53
H  4.96  1.76  -4.04
H  7.10  2.50  -0.73
H  2.61  -4.47  4.95
H  6.95  -4.44  1.03
H  2.96  -2.67  1.04
H  1.01  2.52  -2.72
H  -6.28  1.72  -0.77
H  1.57  3.93  4.22
H  -5.31  0.55  -5.50
H  -0.29  -3.89  1.84
H  5.40  1.42  0.90
H  2.50  2.97  -0.81
H  5.34  0.24  -2.28
H  6.43  0.64  -5.68
H  -7.65  5.99  3.61
H  4.06  -5.37  -3.49
H  0.36  0.52  5.63
H  -6.24  3.69  2.78
H  0.50  4.69  0.75
H  -0.80  -7.45  3.16
H  -0.38  6.19  1.04
H  -0.20  4.64  6.63
H  -5.16  4.18  5.39
H  1.52  -2.01  5.16
H  -3.93  -2.69  -0.33
H  0.69  6.67  -3.26
H  -2.03  -3.97  -3.84
H  -3.60  -6.76  0.99
H  0.44  0.78  2.27
H  -2.82  4.48  -4.84
H  -0.15  -6.72  -0.39
H  7.50  -1.86  -0.16
H  2.14  5.96  -2.38
H  -1.08  3.32  -2.91
H  -3.89  0.96  -6.53
H  -3.51  -2.11  -2.92
H  2.83  4.42  2.43
H  -5.07  -5.87  0.73
H  0.01  2.99  -0.65
H  4.23  0.67  3.09
H  -5.38  1.55  2.30
H  3.52  -5.89  4.47
H  0.47  -2.16  -1.78
H  -2.53  -6.68  -2.50
H  1.03  -6.65  1.58
H  -5.55  6.51  2.19
H  4.71  -5.10  -5.16
H  4.95  -2.88  -4.86
H  -4.81  -8.08  -1.33
H  -2.02  -2.59  -4.98
H  4.77  -0.87  4.95
H  6.16  -1.75  2.15
H  -1.80  -5.49  -1.42
H  -5.23  5.21  4.15
H  3.72  0.66  -2.46
H  -3.26  -3.45  2.04
H  -1.40  2.16  -1.46
H  3.05  -4.51  -4.65
H  3.69  -1.10  6.16
H  -4.87  8.60  1.24
H  -4.95  -0.46  -6.85
H  1.16  -0.87  -2.73
H  -4.07  2.41  -1.29
H  5.93  -0.92  -4.99
H  2.04  3.44  -3.49
H  -3.42  0.50  -3.03
H  -2.29  -3.12  -0.27
H  4.05  3.19  2.50
H  3.98  -4.24  3.86
H  -1.43  -6.93  1.76
H  -4.98  -2.27  -5.54
H  1.91  -2.12  3.39
H  -3.52  -5.06  0.64
H  4.63  3.46  0.16
H  -5.04  5.11  1.45
H  6.87  0.11  -3.98
H  -1.14  0.15  4.87
H  -6.14  6.26  0.54
H  3.50  4.78  0.05
H  -3.77  6.52  -0.28
H  -6.34  0.61  -2.25
H  -1.43  5.35  3.11
H  -4.84  -4.44  -4.02
H  2.61  0.47  4.90
H  -1.52  5.08  -2.87
H  3.79  -0.98  2.43
H  -5.59  -3.34  -3.05
H  -2.23  2.91  -5.28
H  -1.78  4.24  -6.29
H  0.47  0.75  -4.00

Results
- HOMO energy: -0.319 hartree
- Calculated total energy: -103944.2693 eV
- LUMO level: 0.0213 hartree